w.
The following is a DFT calculation (wB97M-V/def2-TZVPD) of a single C4H6N2S2 molecule.

Geometry as XYZ:
```
14
Properties=species:S:1:pos:R:3:lowdin_charge:R:1
N -1.44686 1.32656 0.58909 0.13
C -4.15925 0.11391 -0.35359 0.03
H -2.74256 -1.09194 -1.38782 0.12
H 1.33324 -0.00374 -1.44405 0.00
C -1.63629 0.20519 0.04561 -0.54
C -2.89607 -0.34485 -0.54204 -0.11
H -4.99426 -0.33765 -0.94318 0.07
S 3.47489 0.35109 -0.37923 0.55
H -4.47183 0.84225 0.38205 0.06
H -2.37251 1.81962 0.40691 0.07
N -0.61226 -0.72243 0.04889 -0.34
S 0.86159 -0.56657 0.81242 0.91
C 1.86625 -0.03325 -0.51845 -1.00
H -0.76969 -1.65579 -0.19991 0.06
```

## Properties
Kohn-Sham gap in eV: 8.51
SMILES: [H]/N=C(\C=C)NSC=S

x.
The following is a DFT calculation (wB97M-V/def2-TZVPD) of a molecular structure, C4H6N2S2.

Geometry as XYZ:
```
14
Properties=species:S:1:pos:R:3:lowdin_charge:R:1
H 0.06454 2.05515 -0.66317 0.18
C -0.17319 -0.94158 1.12819 -0.49
C 0.07528 0.56721 1.02118 -0.26
C 1.06551 -0.48580 0.38389 -0.70
H -0.01645 -1.67340 2.02245 0.14
H 1.98045 -0.45653 0.98487 0.09
H 2.78969 -0.82904 -1.38356 0.07
S -1.43666 -1.58127 -0.03342 0.82
S 0.99544 -0.85761 -1.32786 0.67
N -0.52001 1.33753 -0.05209 -0.03
H -1.86010 1.32723 -1.88521 0.14
C -1.37212 0.73991 -1.03931 -0.39
H 0.44585 1.15055 1.79417 0.11
N -2.03822 -0.35236 -0.95013 -0.36
```

## Properties
Kohn-Sham gap in eV: 7.54

Most stable to least stable: w, x

w.
The following is a DFT calculation (wB97M-V/def2-TZVPD) of a single C6H7FO molecule.

Geometry as XYZ:
```
15
Properties=species:S:1:pos:R:3:lowdin_charge:R:1
C -0.87271 -1.49753 0.63497 -0.15
H -0.25437 -0.41801 2.52030 0.12
F 1.57743 3.11820 0.05650 0.10
C 0.93597 2.24619 -0.62538 -0.14
C -0.55221 -1.23075 -0.86212 -0.07
C -0.05218 0.06735 -1.19689 -0.06
C -0.02320 -0.37773 1.42921 -0.20
H -0.61237 -2.50838 1.01791 0.11
C 0.27075 1.12698 -0.28250 -0.28
H 0.10499 0.16842 -2.32904 0.13
H 1.03439 -0.74491 1.31427 0.13
H -0.49936 -2.10677 -1.56446 0.10
O -0.18242 0.98799 1.05465 -0.05
H -1.92463 -1.18905 0.58608 0.11
H 1.04994 2.35801 -1.75351 0.14
```

## Properties
Kohn-Sham gap in eV: 9.13
SMILES: F/C=C1/C=CCCO1

x.
The following is a DFT calculation (wB97M-V/def2-TZVPD) of a single C6H7FO molecule.

Geometry as XYZ:
```
15
Properties=species:S:1:pos:R:3:lowdin_charge:R:1
C 0.03841 -0.47412 0.64974 -0.23
C -0.51460 -1.70458 -0.21658 -0.01
H 0.24914 -2.39399 -0.16529 0.04
C -1.04787 0.57387 0.44817 -0.38
C 0.80755 1.46252 -0.54044 0.06
H -1.13429 2.43233 -0.61722 0.12
F 2.30817 0.27067 0.99640 -0.02
H 1.62748 -0.46623 -0.71127 0.14
H -1.38794 -2.10252 0.27079 0.07
O -2.23127 0.42293 0.83200 0.06
C -0.49886 1.60515 -0.38293 -0.01
H -0.74079 -1.25255 -1.28249 0.14
H 1.23204 2.28122 -1.09681 0.12
C 1.23334 0.12441 0.07694 -0.28
H 0.05950 -0.77909 1.73898 0.18
```

## Properties
Kohn-Sham gap in eV: 9.79
SMILES: C[C@@H]1C(=O)C=C[C@H]1F

y.
The following is a DFT calculation (wB97M-V/def2-TZVPD) of a single C6H7FO molecule.

Geometry as XYZ:
```
15
Properties=species:S:1:pos:R:3:lowdin_charge:R:1
C -0.35567 -1.51832 0.03493 -0.21
H -2.41098 -2.01921 0.15467 0.09
H 1.43255 1.91425 -0.22863 0.05
C -0.80876 0.88001 -0.10851 -0.13
C -1.76160 -1.22568 -0.11010 -0.16
O 1.74478 -0.09935 -0.11058 -0.09
H 2.70163 1.22558 0.94981 0.10
C -1.98631 0.11234 -0.02108 -0.10
H -0.18516 -2.38941 -0.70823 0.17
C 0.41920 -0.30729 -0.11059 -0.12
H 2.95113 1.15215 -0.73953 0.09
F -0.59013 2.22119 -0.00090 0.01
H -3.01110 0.70420 -0.04200 0.15
H -0.32288 -1.90448 1.04100 0.15
C 2.18328 1.25402 -0.00028 -0.01
```

## Properties
Kohn-Sham gap (alpha / beta) in eV: 7.86 / 7.86
SMILES: COC1=C(F)C=CC1

Most stable to least stable: x, w, y

w.
The following is a DFT calculation (wB97M-V/def2-TZVPD) of a single C7H11N3 molecule.

Geometry as XYZ:
```
21
Properties=species:S:1:pos:R:3:lowdin_charge:R:1
C 0.21992 -1.08027 1.33984 -0.16
H 2.52771 0.64598 1.32614 0.09
C 0.64041 0.07249 0.52411 -0.43
H 0.52703 0.90159 -3.53499 0.07
H 1.13826 1.26159 2.26212 0.09
C -0.01663 0.20732 -2.91324 0.04
H -1.83447 -1.08953 -0.14878 0.08
C 1.51787 1.05733 1.26219 -0.03
N 1.17501 -0.25468 -0.74894 0.13
H -0.88859 -0.28459 -3.31416 0.06
H 0.67435 -2.64556 0.00040 0.06
H -0.41366 2.60179 0.11732 0.03
H -0.18864 -0.81350 2.30794 0.12
C 0.28625 -2.35802 0.96694 0.02
C -1.01415 0.78115 -0.02495 -0.42
N -1.24191 2.02107 0.07011 0.11
N -2.04861 -0.10798 -0.10164 0.11
C 0.38349 -0.03636 -1.68373 -0.20
H -2.98002 0.27359 -0.03392 0.10
H 1.58509 1.99582 0.70677 0.08
H -0.04870 -3.14923 1.62047 0.05
```

## Properties
Kohn-Sham gap in eV: 8.91
SMILES: [H]/N=C(/N)[C@@](C)(C=C)N=C=C

x.
The following is a DFT calculation (wB97M-V/def2-TZVPD) of a single C7H11N3 molecule.

Geometry as XYZ:
```
21
Properties=species:S:1:pos:R:3:lowdin_charge:R:1
H -2.82724 -0.33457 -0.93355 0.10
N 0.92753 -1.49426 -0.46240 0.10
H -0.11593 2.42406 1.19214 0.05
C -0.40569 -1.73399 1.44771 0.00
H -0.70495 -0.94269 2.04089 0.03
H 0.05945 1.80945 -1.18025 0.11
H -1.08695 -2.65592 1.64772 0.10
H -2.19510 1.27345 -1.33885 0.08
H 0.54983 -2.02970 1.76134 0.04
C 2.91330 -0.20883 -0.80281 -0.23
C -0.40805 -1.25900 -0.10638 -0.34
H 1.56458 2.59823 0.54544 0.12
C 1.64362 -0.52710 -0.69108 -0.17
N -0.88213 0.13268 -0.25000 -0.16
C -1.94798 0.22700 -1.25705 -0.06
N 3.96463 0.34651 -0.76516 0.15
C 0.70734 1.83741 0.82557 -0.08
C 0.03836 1.13141 -0.35537 -0.17
H 1.00808 1.04687 1.62683 0.10
H -1.59563 0.11201 -2.27330 0.09
H -1.20709 -1.75304 -0.67145 0.13
```

## Properties
Kohn-Sham gap in eV: 8.23

Most stable to least stable: w, x

w.
The following is a DFT calculation (wB97M-V/def2-TZVPD) of a molecular structure, C4H3ClS3.

Geometry as XYZ:
```
11
Properties=species:S:1:pos:R:3:lowdin_charge:R:1
S 1.02179 -0.01011 1.02300 0.89
S 3.21939 1.72485 0.86018 0.56
H -1.63856 -0.79397 -1.29622 0.02
Cl 0.66311 -0.86947 -2.16849 0.69
C -1.60787 -0.28141 1.04586 -0.72
H -1.24017 -0.07715 2.05310 0.03
S -3.16467 -0.35017 0.70504 0.75
C 2.01161 0.98991 0.02793 -1.08
C -0.63264 -0.94145 -1.07188 -0.54
C -0.38566 -0.47933 0.19532 -0.73
H 1.75366 1.08830 -1.37383 0.13
```

## Properties
Kohn-Sham gap in eV: 7.31

x.
The following is a DFT calculation (wB97M-V/def2-TZVPD) of a single C4H3ClS3 molecule.

Geometry as XYZ:
```
11
Properties=species:S:1:pos:R:3:lowdin_charge:R:1
C 0.51534 0.17210 -0.43602 -1.14
C -1.43877 1.39459 0.49318 -0.41
H -1.35738 0.53109 2.37917 0.11
C -0.86184 0.54355 1.42084 -0.20
H 1.43892 -2.26532 -3.00671 -0.18
H -2.18530 2.22613 0.58151 0.09
S -0.50719 1.41608 -0.93319 0.98
C 0.17684 -0.25599 0.86368 -0.82
S 1.39169 -2.15311 -1.63371 0.34
S 1.87955 -0.09868 -1.39468 0.51
Cl 0.94814 -1.51044 1.66592 0.72
```

## Properties
Kohn-Sham gap in eV: 8.71
SMILES: SSc1sccc1Cl

Most stable to least stable: x, w

w.
The following is a DFT calculation (wB97M-V/def2-TZVPD) of 2 unconnected molecules or ions with the total composition C9H12N2.

Geometry as XYZ:
```
23
Properties=species:S:1:pos:R:3:lowdin_charge:R:1
H -0.59419 -2.91848 -0.25833 0.09
C -0.39356 -0.23549 -0.00781 -0.26
H 0.42728 -3.21925 1.12753 0.07
C 0.59503 -1.27800 0.30048 -0.21
C -0.04506 1.85691 -0.95375 -0.08
H 2.64108 -1.18133 0.74436 0.08
C 1.76636 -0.68662 0.70958 0.07
C 1.65565 0.86859 0.75706 -0.08
H -2.19921 1.67351 -1.18360 0.09
H -1.44792 1.18482 -2.63330 0.11
H 2.45482 1.42992 0.24196 0.12
C -1.35278 1.24082 -1.56887 -0.06
H -1.68802 -0.96098 -1.38148 0.14
C 0.19311 1.05432 0.32866 -0.30
H -0.37635 1.49876 1.05314 0.09
H -0.16008 2.85953 -0.79289 0.08
C 0.42430 -2.74070 0.17558 -0.04
H 1.25460 -3.25125 -0.33263 0.09
H 0.83216 1.68813 -1.71498 0.16
H 1.58849 1.30428 1.76008 0.12
N -1.14251 -0.18579 -1.09656 0.11
C -1.96671 -0.13561 1.86597 -0.28
N -2.46651 0.13392 2.85977 -0.11
```

## Properties
Kohn-Sham gap in eV: 8.64

x.
The following is a DFT calculation (wB97M-V/def2-TZVPD) of 2 unconnected molecules or ions with the total composition C9H12N2.

Geometry as XYZ:
```
23
Properties=species:S:1:pos:R:3:lowdin_charge:R:1
C 1.49382 1.10063 -0.43047 -0.05
C 2.82764 -1.18890 0.37075 -0.21
H -2.68241 -2.68984 -1.08180 0.16
N -1.53730 0.94183 -0.40476 -0.05
H -2.07035 1.72467 1.71276 0.07
C 1.54589 -1.26366 0.34951 -0.06
N -1.23156 -1.42295 -0.17560 0.03
H 0.98890 -2.26807 0.33008 0.15
H -3.27022 1.02913 1.00618 -0.05
C -0.74082 -0.31214 -0.18661 -0.29
C -2.66981 -1.57471 -0.38524 -0.10
C 2.83256 1.06234 -0.39489 0.02
H 0.98097 1.70272 -0.78694 -0.02
H -2.68031 2.72090 0.42004 0.17
H 4.75080 -0.03937 0.10332 0.10
H 3.50917 -1.87338 0.72318 0.09
H -0.94575 1.90369 -0.48219 0.15
C -2.41943 1.30189 0.69906 -0.15
C 3.68630 -0.22708 0.02690 0.03
C 0.88731 -0.13280 -0.16789 -0.06
H -3.18885 -0.73720 -0.90079 0.08
H 3.17861 1.88456 -0.68571 0.01
H -3.24517 -1.64227 0.34111 -0.04
```

## Properties
Kohn-Sham gap in eV: 9.45

y.
The following is a DFT calculation (wB97M-V/def2-TZVPD) of a single C9H12N2 molecule.

Geometry as XYZ:
```
23
Properties=species:S:1:pos:R:3:lowdin_charge:R:1
H 1.29917 -1.21850 2.18941 0.07
H 1.39139 -2.57385 1.17399 0.11
H 1.59804 -2.14232 -1.34901 0.12
H 1.16096 -0.52851 -2.09676 0.07
N -1.16118 0.41327 0.01826 0.02
H 1.94084 1.38660 0.42446 0.11
H -1.19937 2.73680 -0.99830 0.06
C 0.99179 -0.60758 0.08389 -0.48
C -0.65975 2.83398 -0.11888 -0.01
H -1.36369 2.97767 0.74479 0.11
C 1.05004 0.89512 0.14672 0.02
C 1.56965 -1.44339 1.18192 -0.06
H -0.12025 3.70121 -0.30924 0.06
H -3.32411 -2.00349 -0.05741 0.10
C -2.51742 0.17399 -0.05006 -0.03
N -1.24220 -1.81150 0.20426 0.13
H -3.27659 0.91959 -0.06604 0.09
C -0.47449 -0.78360 0.04115 -0.32
H 2.71139 -1.39680 1.30004 0.11
H 2.67229 -0.75310 -1.27879 0.07
C 1.62665 -0.98345 -1.27012 -0.02
C -2.51834 -1.24844 0.05853 -0.12
C -0.15484 1.45629 0.02719 -0.22
```

## Properties
Kohn-Sham gap in eV: 8.95
SMILES: CC1=CC(C)(C)c2nccn21

z.
The following is a DFT calculation (wB97M-V/def2-TZVPD) of a single C9H12N2 molecule.

Geometry as XYZ:
```
23
Properties=species:S:1:pos:R:3:lowdin_charge:R:1
C -0.76002 1.46565 0.03848 -0.15
C 0.89093 -2.01966 0.01356 -0.08
C 0.21190 0.30966 0.11061 -0.11
N -2.36833 -0.36273 -0.41832 -0.09
C 2.22508 -1.60619 0.01772 -0.11
H -1.80399 -2.30456 -0.71610 0.13
C -2.18960 0.91885 0.30053 -0.22
H 0.63206 -3.08186 -0.04210 0.11
H -1.70636 -1.87936 1.06033 0.13
H 1.18548 2.55491 -0.60601 0.07
C -1.59745 -1.47753 0.00220 -0.21
H -2.91833 1.58806 -0.17377 0.11
C 2.57436 -0.27963 0.06474 -0.06
C 1.56821 0.69006 0.01885 -0.29
H 3.05639 -2.39224 0.01490 0.12
N 1.88350 2.03718 -0.09153 0.08
C -0.11018 -1.08226 -0.01979 -0.16
H -3.41536 -0.48563 -0.40281 0.13
H -0.55054 2.24231 0.78416 0.12
H -0.86382 1.87225 -0.97248 0.12
H 2.83597 2.35075 -0.42561 0.12
H 3.61721 0.03585 0.05347 0.11
H -2.39709 0.90613 1.38897 0.11
```

## Properties
Kohn-Sham gap in eV: 8.80
SMILES: Nc1cccc2c1CCNC2

Most stable to least stable: z, y, w, x

w.
The following is a DFT calculation (wB97M-V/def2-TZVPD) of 2 unconnected molecules or ions with the total composition C2H8NS2.

Geometry as XYZ:
```
13
Properties=species:S:1:pos:R:3:lowdin_charge:R:1
H -0.38176 -1.46383 -3.63191 -0.09
H 0.74574 2.35878 1.54727 0.12
N 0.25777 0.57277 0.60481 0.00
S -1.75746 -2.05714 -1.51901 0.64
H -2.63656 -1.23408 -0.89733 -0.10
H -0.25694 1.21470 2.53632 0.13
H 1.49549 0.87031 2.28815 0.12
H 2.06370 -0.35588 0.39458 0.15
S -1.05382 -0.57784 -2.87489 0.64
H 0.58136 -1.07580 -0.56549 0.04
C 0.60018 1.30955 1.83476 0.03
H -0.66955 0.73936 0.22162 0.16
C 1.01186 -0.30092 0.06113 0.16
```

## Properties
Kohn-Sham gap (alpha / beta) in eV: 10.19 / 8.16
Net charge: +2
<S²>: 0.755
2S+1: 2

x.
The following is a DFT calculation (wB97M-V/def2-TZVPD) of a gas-phase ion, C2H8NS2 (charge +2).

Geometry as XYZ:
```
13
Properties=species:S:1:pos:R:3:lowdin_charge:R:1
H -0.80795 -3.95219 -0.96129 -0.07
H 0.42322 2.82645 -0.28613 0.18
H -0.14054 0.48453 1.36919 0.12
N -0.04949 2.02099 0.06523 0.24
C 0.42494 -0.59889 -0.29597 -0.43
S 0.42213 -2.16547 0.72463 0.76
C 0.56093 0.70426 0.58761 -0.11
H 1.17100 -0.61329 -1.09877 0.12
H -0.69439 1.84458 -0.75787 0.21
H 1.50229 0.60192 0.89544 0.09
S -1.33597 -3.02829 -0.11273 0.70
H -0.88161 2.30954 0.48769 0.15
H -0.59455 -0.43414 -0.61702 0.05
```

## Properties
Kohn-Sham gap (alpha / beta) in eV: 10.60 / 6.31
Net charge: +2
<S²>: 0.755
2S+1: 2

Most stable to least stable: w, x

w.
The following is a DFT calculation (wB97M-V/def2-TZVPD) of 2 unconnected molecules or ions with the total composition C3H10N.

Geometry as XYZ:
```
14
Properties=species:S:1:pos:R:3:lowdin_charge:R:1
H -1.73988 1.36329 -0.88560 0.07
C 0.92423 1.13970 -1.24490 -0.13
H 0.63425 -1.75819 1.14377 0.08
H -0.47533 -0.72321 1.64037 0.12
H 0.13163 -2.01092 2.63773 0.15
C -1.40910 0.40167 -0.55897 0.00
H 0.48569 1.59662 -2.17253 0.08
H 1.10569 2.11776 -0.63206 0.10
N 0.29233 -1.32896 1.92338 0.33
C -0.07734 0.12185 -0.63006 -0.27
H 0.23642 -0.99828 -0.77512 0.12
H -2.11600 -0.39802 -0.58586 0.06
H 1.04885 -0.63645 2.21127 0.20
H 2.01559 0.77076 -1.44205 0.10
```

## Properties
Kohn-Sham gap in eV: 9.80
Net charge: +1

x.
The following is a DFT calculation (wB97M-V/def2-TZVPD) of 2 unconnected molecules or ions with the total composition C3H10N.

Geometry as XYZ:
```
14
Properties=species:S:1:pos:R:3:lowdin_charge:R:1
H -1.99631 -1.30679 -1.58442 0.18
H -0.37628 -0.99642 0.86205 0.09
H 2.15431 2.66008 1.32664 0.06
C 1.43360 1.90757 1.06124 -0.07
H -1.28784 -2.48392 0.28762 0.09
N -1.49280 -0.75142 -0.84369 0.09
C 1.50884 1.31191 -0.06380 -0.10
H 2.35598 1.30663 -0.84337 0.10
H -2.20041 -0.35960 -0.09018 0.21
H -0.96350 0.17033 -1.16118 0.19
H 0.15117 -2.08376 -0.49597 0.09
H 0.68883 0.54387 -0.34078 0.01
H 0.66731 1.75936 1.81299 0.06
C -0.64289 -1.67783 0.07287 0.00
```

## Properties
Kohn-Sham gap in eV: 9.96
Net charge: +1

Most stable to least stable: w, x

w.
The following is a DFT calculation (wB97M-V/def2-TZVPD) of 2 unconnected molecules or ions with the total composition C3H10N.

Geometry as XYZ:
```
14
Properties=species:S:1:pos:R:3:lowdin_charge:R:1
H 0.32399 -0.42824 -0.79795 0.07
C 0.32650 0.53858 -0.15310 -0.14
H 1.85881 -0.00211 3.02688 0.08
H -2.60289 -1.36514 -1.55976 0.16
H -0.71987 0.74720 0.16484 0.07
H -2.33580 0.15619 -2.21913 0.15
H -1.74920 -1.17027 -2.97157 0.15
H 0.66436 1.36510 -0.84303 0.10
C 1.37261 0.33316 0.95660 -0.24
H 2.39931 0.23422 0.51774 0.11
C 1.12125 0.17555 2.23433 0.00
H -1.08157 -0.63813 -1.50163 0.10
N -1.96411 -0.77208 -2.08211 0.33
H 0.06945 0.22198 2.53144 0.07
```

## Properties
Kohn-Sham gap in eV: 8.93
Net charge: +1

x.
The following is a DFT calculation (wB97M-V/def2-TZVPD) of 2 unconnected molecules or ions with the total composition C3H10N.

Geometry as XYZ:
```
14
Properties=species:S:1:pos:R:3:lowdin_charge:R:1
C 2.30170 -0.29459 -3.56576 -0.08
H -0.56273 -1.17227 1.61516 0.12
H 0.12313 0.35548 1.09777 0.12
H -3.40246 0.70061 1.94923 0.11
N -1.53054 0.28822 2.63341 0.01
H -2.11167 1.17557 0.64852 0.16
H -1.89120 -0.35942 3.44106 0.23
H 2.59848 -1.21228 -4.04153 0.00
H 0.36024 -0.24738 2.85157 0.08
H 2.01893 0.30391 -4.41851 -0.01
H 3.28476 0.10643 -3.16222 0.03
C -0.25407 -0.17041 2.00549 -0.03
C -2.36190 0.80620 1.69114 0.20
H 1.42736 -0.28008 -2.74533 0.05
```

## Properties
Kohn-Sham gap in eV: 8.57
Net charge: +1

Most stable to least stable: w, x